Entry from OMol25: C21H36P2TeV as an isolated structure at a distorted geometry (ωB97M-V/def2-TZVPD).

The geometry in XYZ format:
```
61
Properties=species:S:1:pos:R:3:forces:R:3
H -1.14702 6.18712 4.22205 0.362 -0.494 0.078
H -2.31113 -0.68056 1.19016 -0.086 0.050 -0.121
H 1.12236 -2.90422 -2.43415 -0.489 0.273 -0.031
P 0.01703 -0.82849 -3.05463 0.306 2.672 0.429
C -0.53897 4.09008 3.98503 2.279 -0.434 0.453
H -2.24511 -1.14351 -3.97583 0.241 0.197 0.061
C -1.38490 -0.58284 0.60360 -0.708 -0.204 0.335
H -0.15298 4.90067 0.55131 0.252 -0.475 -0.397
H -2.20990 -5.11681 0.45249 -0.324 0.258 0.098
C -0.50292 -1.83731 0.95317 0.983 4.002 1.319
H 2.76889 -1.18098 0.14392 -0.201 0.070 -0.218
C 0.56381 0.47628 -1.89363 2.267 -0.469 0.481
C -0.32952 5.45088 4.23683 0.083 0.230 0.070
H -1.96535 -3.00786 -2.07945 0.358 -0.109 0.190
H -1.46039 0.98893 -2.47514 0.154 -0.024 0.366
C -2.29469 -4.03961 0.65589 -0.472 -0.510 -0.369
H 0.86936 1.34651 -2.48580 -0.333 0.023 0.210
H -2.18014 -1.33410 -1.24591 -0.204 0.158 0.252
C -0.90110 0.23849 -1.90051 -2.537 -0.739 -0.030
H 1.13559 0.97498 0.13190 0.027 -0.238 0.084
H -0.99446 -1.25664 -5.24228 -0.285 0.084 -0.186
H -2.38078 -3.88044 1.74223 0.100 -0.016 -0.447
C 0.97557 5.88064 4.50808 -0.125 -0.083 0.119
H -2.71289 0.25639 -0.83383 0.268 -0.270 0.144
H -0.05961 -3.02518 -3.70959 -0.020 0.130 0.315
C 1.46404 -0.60883 -4.17751 0.032 -1.063 -1.349
H 1.42072 -4.20968 -0.16273 -0.342 0.022 0.333
C 0.51402 -4.42952 0.42185 -0.033 -0.144 -0.078
C 0.09294 -2.60506 -2.69685 0.166 -0.835 0.011
H 2.77908 2.98301 4.02899 -0.327 0.289 0.058
H 1.44332 -1.63143 1.94500 -0.196 -0.052 -0.243
V -0.61643 2.98586 2.26736 -0.440 0.065 -5.047
H -0.79405 -2.14119 1.98471 0.163 -0.045 -0.551
H -0.88222 0.30790 1.01257 0.046 -0.451 -0.245
P -0.80054 -3.23699 0.03083 0.319 -2.628 -0.324
H 2.35570 -1.07754 -3.74135 -0.161 0.213 0.037
H 1.64250 -1.82619 -1.01414 0.197 0.268 -0.313
H -1.47105 3.55085 3.65408 -0.884 1.421 2.064
C 1.92939 3.66583 4.11003 -0.355 0.790 0.295
H 3.07418 5.39954 4.70726 -0.335 -0.127 -0.217
H 1.23943 -1.09055 -5.13690 0.474 0.085 -0.204
Te 0.19868 1.12358 3.64337 0.781 -1.404 1.005
C 1.46351 0.32268 -0.69042 0.476 0.139 -0.012
C -1.30322 -0.71066 -4.34408 0.074 -0.696 -1.179
H -3.18332 -3.63386 0.15027 0.179 -0.151 0.241
C 0.21968 3.85559 0.55795 -0.240 -0.499 0.673
H 1.65592 0.45942 -4.34695 -0.167 -0.372 0.109
H -1.48239 0.33884 -4.61587 0.134 -0.292 0.129
H 1.15485 6.92456 4.78156 -0.154 -0.362 -0.190
C 1.71154 -1.12556 -0.16634 0.773 0.704 -0.274
H -0.87629 -4.38076 -2.01030 -0.027 0.244 0.160
H 2.44700 0.70756 -0.97737 0.001 0.134 -0.166
H -0.21532 3.20027 -0.23098 0.333 0.630 -0.006
H 1.31819 3.78919 0.58868 -0.415 0.191 -0.305
C -1.80824 -0.38072 -0.85154 -0.753 0.614 0.383
H 0.75944 -4.37906 1.49454 -0.099 0.161 -0.504
C 2.08402 5.00726 4.45586 -0.177 -0.145 -0.048
H 0.15252 -5.43635 0.17831 0.045 0.017 -0.081
C 0.95769 -1.58025 0.97062 -0.357 -1.146 1.987
C 0.61986 3.19162 3.91733 -0.534 0.472 1.465
C -0.94589 -3.30179 -1.78377 -0.093 -0.130 -0.817
```
Positions in Å, forces in eV/Å.

Calculated values
Total energy: -2716.081050 Eh
M: 529.011 g/mol
Relative energy (zero: lowest compared OMol25 entry of this formula, charge and spin): 1.246 eV
Spin multiplicity: 4
Kohn-Sham gap (alpha / beta): 4.65 / 4.32 eV

Mulliken charges, unit e, in atom order:
1. H 0.367
2. H 0.663
3. H 0.643
4. P 1.302
5. C 0.396
6. H 0.369
7. C -0.417
8. H 0.415
9. H 0.453
10. C 0.393
11. H 0.406
12. C -0.302
13. C -0.528
14. H 0.570
15. H 0.610
16. C -1.562
17. H 0.697
18. H 0.205
19. C -0.359
20. H -0.387
21. H 0.472
22. H 0.374
23. C -0.385
24. H 0.595
25. H 0.677
26. C -1.639
27. H 0.367
28. C -1.536
29. C -1.411
30. H 0.404
31. H 0.351
32. V 0.106
33. H 0.546
34. H -0.940
35. P 1.414
36. H 0.353
37. H 0.029
38. H 0.399
39. C -0.602
40. H 0.351
41. H 0.461
42. Te -0.146
43. C -0.541
44. C -1.694
45. H 0.398
46. C -1.265
47. H 0.401
48. H 0.418
49. H 0.354
50. C -1.026
51. H 0.674
52. H 0.663
53. H 0.265
54. H 0.223
55. C -1.104
56. H 0.387
57. C -0.422
58. H 0.490
59. C -0.951
60. C -0.005
61. C -1.441